42
Properties=species:S:1:pos:R:3:forces:R:3 method="wB97M-V/def2-TZVPD" total_energy_ev=-50946.864 gap_ev=7.58 homo_ev=-7.32 de_lowest_kj_mol=488.96
C -1.1312 -2.2463 -2.5283 -0.2 0.2 -0.3
N 0.1424 -1.5479 -2.3957 0.3 0.8 0.0
C 1.3606 -2.3258 -2.3793 0.5 -0.3 0.2
C 0.1591 -0.2547 -2.0710 -0.7 -1.4 0.0
H -0.9194 -3.3181 -2.5600 -0.2 0.2 -0.1
H -1.7863 -2.0281 -1.6740 0.3 0.0 -0.2
H -1.6419 -1.9360 -3.4501 0.1 -0.2 0.2
H 1.0836 -3.3820 -2.2877 0.4 0.3 0.0
H 1.9270 -2.1788 -3.3125 -0.2 -0.1 0.3
H 2.0011 -2.0333 -1.5355 -0.2 -0.1 -0.2
H 1.0952 0.2207 -1.7916 0.0 -0.2 -0.4
H -0.6304 0.3373 -2.5181 0.1 0.2 0.4
F -0.0862 1.1109 2.2576 -0.1 -1.0 1.1
C 0.0330 1.6779 1.0413 0.4 2.7 -1.0
S 1.4197 2.7840 0.9694 -1.1 -0.8 0.0
C 2.7418 1.5632 0.9021 -0.3 -0.2 -0.1
C 3.1948 1.1766 -0.3552 0.2 -0.2 0.0
C 4.0255 0.0621 -0.4802 -0.1 0.2 0.2
C 4.3915 -0.6558 0.6615 0.0 0.0 0.0
C 3.9445 -0.2573 1.9242 -0.1 0.2 -0.1
C 3.1066 0.8523 2.0462 0.1 0.1 -0.1
O 1.4308 3.5129 -0.2780 -0.1 -0.4 0.4
O 1.5286 3.4597 2.2395 0.1 -0.3 -0.5
S -1.0934 1.1214 -0.0643 1.2 0.0 1.2
C -2.5920 0.6642 0.7499 -0.6 0.0 0.1
C -2.6298 -0.5205 1.4884 -0.1 0.2 0.1
C -3.8285 -0.9028 2.0807 0.2 0.2 -0.1
C -4.9661 -0.1125 1.9133 -0.1 0.0 0.0
C -4.9296 1.0492 1.1403 0.2 -0.1 0.0
C -3.7358 1.4397 0.5427 0.5 -0.1 0.2
O -1.3656 1.9634 -1.2136 0.3 -0.5 0.4
O -0.5905 -0.2904 -0.3357 -0.3 0.2 -1.7
H 2.8923 1.7471 -1.2284 0.0 0.0 0.1
H 4.3878 -0.2251 -1.4699 -0.1 0.0 0.3
H 5.0263 -1.5356 0.5689 -0.1 0.2 0.0
H 4.2456 -0.7982 2.8242 -0.1 0.1 -0.4
H 2.7346 1.1715 3.0149 0.0 0.0 -0.1
H -1.7365 -1.1320 1.5961 -0.2 0.2 0.0
H -3.8462 -1.8196 2.6670 -0.2 0.2 -0.1
H -5.8945 -0.4096 2.3894 0.1 0.0 -0.1
H -5.8126 1.6668 0.9882 0.1 -0.2 0.1
H -3.6559 2.3297 -0.0768 -0.1 -0.1 0.1